[1]
ORCA calculation (the ωB97M-V functional and the def2-TZVPD basis) on a structure of composition C2H73FO35V in a non-equilibrium geometry.

```
! wB97M-V def2-TZVPD RIJCOSX def2/J DEFGRID3
* xyz 1 3
H -4.83 -0.66 -1.67
H 2.57 3.52 -1.04
H 2.98 0.48 2.06
H 2.68 -1.62 -1.17
H -0.41 -0.78 -1.23
O 3.63 2.59 1.18
H 3.42 -1.80 -2.48
O -0.95 -1.62 -4.90
H -3.87 -3.30 -0.70
O 4.89 -3.17 0.44
O -3.54 2.25 2.37
H -1.63 -4.12 -0.04
H -3.61 2.16 1.41
H 2.94 3.60 -3.03
O -0.15 -0.83 4.35
H -2.94 4.25 -3.09
O -4.97 0.10 3.34
H 2.73 -1.10 -4.32
H -4.06 6.35 -1.33
O 0.81 -1.52 0.31
O -3.05 3.83 -2.24
H -1.02 2.06 3.98
H -4.29 3.14 -0.90
H 0.05 1.08 1.18
H -0.82 -1.95 3.29
O 1.87 -2.73 2.99
O -3.35 6.09 -0.74
H 2.78 0.97 -5.63
O 2.23 0.49 -5.01
O 3.06 -5.96 -1.41
O 2.78 -0.11 2.79
H 4.04 -3.60 0.55
O 0.42 -5.28 -2.02
C 0.19 -0.44 -0.39
H 4.53 -2.33 4.54
O 4.69 -2.02 3.66
O -0.92 -2.59 2.58
O 3.56 -1.77 -1.53
O -4.81 0.28 -1.83
F 2.21 -4.29 0.42
H -2.88 5.41 -1.23
H -1.27 -1.50 -5.80
O -0.35 2.74 -2.69
O -0.44 1.26 -5.08
H -1.23 1.27 -0.06
H 4.22 4.12 -2.41
H 1.36 0.88 -5.11
H 2.44 -2.59 -4.43
O -0.98 6.18 0.52
H -2.66 2.96 -2.35
H 2.14 -2.98 3.88
O 0.28 -5.08 2.43
H -3.31 -4.48 -1.48
H 1.10 -5.50 2.69
H -0.28 2.56 -1.75
H 2.92 -5.26 -0.77
H -4.69 0.36 -2.78
O 4.72 0.73 -1.77
H 3.39 -6.69 -0.90
H -0.33 1.79 -4.29
O 0.89 3.69 2.11
H 2.13 0.36 3.31
C -0.62 0.56 0.50
H -0.40 -5.71 2.68
H -4.79 1.71 -0.83
O -3.44 -3.57 2.47
H -0.37 -4.37 -0.84
H 2.95 2.92 0.59
H -2.40 -4.07 -4.05
H -4.12 -3.38 3.10
H -1.41 0.08 1.07
H 0.14 -5.79 -2.78
O -1.47 2.89 4.17
O -0.92 5.48 3.37
H 4.75 -2.55 -0.28
H 4.04 1.34 -2.05
H -2.35 2.77 3.83
H 0.93 0.15 -0.94
H 0.15 0.05 4.12
H -0.04 -0.88 5.30
H -1.01 4.54 3.54
O -1.50 -4.17 -4.36
H 1.37 -5.40 -1.99
H -0.98 5.89 4.23
H 1.03 3.79 1.17
H 3.38 2.91 2.04
H 4.23 -0.03 -1.45
H 4.14 -1.24 3.57
V 0.63 -3.32 1.38
H 0.32 4.43 2.35
H -1.89 6.22 0.20
H 0.93 2.31 3.23
H 1.30 4.29 -1.34
O -4.78 2.54 -0.34
O -3.24 -4.03 -0.63
O 3.14 -1.97 -4.23
H -1.81 -2.93 2.69
H -1.28 1.54 -5.44
O -0.68 -4.06 0.01
O 1.74 3.78 -0.66
O 3.65 3.35 -2.44
H 2.29 -1.89 2.84
H -3.78 1.38 2.70
H -1.06 6.22 1.47
H -3.86 -4.14 1.82
O 1.11 1.65 3.91
H 0.07 3.60 -2.81
H -5.56 -0.47 2.85
H -4.75 -0.40 4.12
H -0.84 -0.73 -4.57
H 1.34 2.16 4.68
H -1.27 -3.32 -4.73
*
```

HOMO level (alpha / beta): -10.733 / -10.733 eV
Expectation value of S²: 2.0176
Calculated total energy: -3797.18070 Ha

Atomic partial charges in e from the Löwdin method, atoms 1 to 2: 0.0479, -0.0012

=====

[2]
ORCA calculation (the ωB97M-V functional and the def2-TZVPD basis) on a cluster of 2 separate species, C2H7BNO5P in total in a non-equilibrium geometry.

```
! wB97M-V def2-TZVPD RIJCOSX def2/J DEFGRID3
* xyz -2 1
H -2.11 0.34 1.98
C -0.98 0.71 -0.26
O 0.73 -0.97 0.89
O 3.20 -1.88 0.06
H 0.06 2.17 -1.26
C -1.44 -0.50 2.14
O -2.21 1.02 -0.37
O 2.67 0.58 -0.11
N 0.05 1.41 -0.59
H -0.88 -0.15 3.06
P 2.27 -0.83 -0.38
H -0.27 0.02 -3.01
H 0.86 0.76 -0.63
H -2.12 -1.36 2.50
B -0.45 -0.50 0.80
O 1.58 -1.02 -1.67
H -0.98 0.21 -3.17
*
```

HOMO level: -0.620 eV
Energy relative to the best compared isomer or geometry (same formula, charge and spin): 0.9099 eV
Calculated total energy: -877.70345 Ha

Atomic partial charges in e from the Löwdin method, atoms 1 to 2: 0.0020, -0.5131

=====

[3]
ORCA calculation (the ωB97M-V functional and the def2-TZVPD basis) on a cluster of 2 separate species, C2H7BO3 in total in a non-equilibrium geometry.

```
! wB97M-V def2-TZVPD RIJCOSX def2/J DEFGRID3
* xyz 0 1
H 2.71 0.85 0.21
O -1.34 -0.57 -1.07
H 1.60 0.36 -1.21
C 1.62 0.84 -0.23
O -1.67 0.98 0.72
O 0.52 -1.94 0.24
H 0.00 -1.84 -0.64
H -2.42 1.33 0.44
C 0.27 -0.76 0.80
H -2.19 -0.09 -1.28
H 1.12 1.74 0.05
B -0.95 -0.03 0.14
H 0.73 -0.88 1.82
*
```

HOMO level (alpha / beta): -7.780 / -7.781 eV
Energy relative to the best compared isomer or geometry (same formula, charge and spin): 4.5061 eV
Calculated total energy: -330.95263 Ha

Atomic partial charges in e from the Löwdin method, atoms 1 to 2: 0.0445, 0.1327

=====

[4]
ORCA calculation (the ωB97M-V functional and the def2-TZVPD basis) on a cluster of 2 separate species, C2H7Br2NSi in total in a non-equilibrium geometry.

```
! wB97M-V def2-TZVPD RIJCOSX def2/J DEFGRID3
* xyz 0 3
Br -0.40 2.31 3.08
H -0.99 0.85 -0.81
H -1.43 0.53 0.84
C -0.83 0.20 0.06
H -1.19 -0.89 0.06
H 2.48 0.83 2.07
H 2.33 -0.70 0.62
C 1.51 -0.70 0.04
Br 3.90 -2.85 -0.03
H 1.04 -1.72 0.05
N 0.55 0.23 0.59
H 1.71 -0.46 -1.00
Si 1.18 1.45 1.58
*
```

HOMO level (alpha / beta): -7.210 / -9.629 eV
Energy relative to the best compared isomer or geometry (same formula, charge and spin): 0.0000 eV
Expectation value of S²: 2.0050
Calculated total energy: -5572.60860 Ha

Atomic partial charges in e from the Löwdin method, atoms 1 to 2: 0.1187, 0.0871

=====

[5]
ORCA calculation (the ωB97M-V functional and the def2-TZVPD basis) on the ion C2H7BrN4 with charge +2 in a non-equilibrium geometry.

```
! wB97M-V def2-TZVPD RIJCOSX def2/J DEFGRID3
* xyz 2 1
H 2.24 1.89 -0.83
C 0.88 0.74 -0.04
Br -2.38 0.42 -0.34
H -2.42 -2.27 0.56
H 0.57 2.58 0.94
N 1.87 0.98 -0.84
H 1.89 0.51 -1.80
N -1.43 -2.11 0.40
N 0.30 1.65 0.67
H -0.70 -2.82 0.50
C -1.13 -0.91 0.01
H -0.60 1.36 1.15
H 0.68 -1.46 -0.22
N 0.21 -0.56 -0.18
*
```

HOMO level: -20.029 eV
Energy relative to the best compared isomer or geometry (same formula, charge and spin): 0.8392 eV
SMILES string: NC(=[NH2+])NC(=[NH2+])Br
Calculated total energy: -2872.79334 Ha

Atomic partial charges in e from the Löwdin method, atoms 1 to 2: 0.1427, -0.3742

=====

[6]
ORCA calculation (the ωB97M-V functional and the def2-TZVPD basis) on a cluster of 2 separate species, C2H7BrOSi in total in a non-equilibrium geometry.

```
! wB97M-V def2-TZVPD RIJCOSX def2/J DEFGRID3
* xyz 0 1
H -0.96 -3.22 -0.04
H 0.84 2.22 -1.19
H 0.71 -2.28 -0.28
H 0.68 -3.87 0.65
O 0.45 0.81 0.86
H 1.23 3.34 0.87
C 1.12 -0.26 0.84
Si 0.36 2.34 0.19
H -1.00 2.65 0.35
C 0.09 -3.04 0.14
Br 2.70 0.08 -0.34
H -0.13 -2.40 1.01
*
```

HOMO level: -9.225 eV
Energy relative to the best compared isomer or geometry (same formula, charge and spin): 3.0394 eV
Calculated total energy: -3019.03413 Ha

Atomic partial charges in e from the Löwdin method, atoms 1 to 2: 0.0191, -0.0671

=====

[7]
ORCA calculation (the ωB97M-V functional and the def2-TZVPD basis) on a cluster of 2 separate species, C2H7Cl2N2OP in total in a non-equilibrium geometry.

```
! wB97M-V def2-TZVPD RIJCOSX def2/J DEFGRID3
* xyz 0 1
H 1.43 1.30 -1.94
H -0.21 3.22 -0.16
Cl -2.77 -2.38 -0.18
C 0.59 0.80 -1.31
P -1.11 -3.53 0.35
Cl -0.11 -3.38 -1.42
H 0.46 0.66 1.88
N 0.73 0.32 0.95
H 0.71 -0.33 -1.25
H -0.40 1.11 -1.51
N 0.57 1.28 0.09
O -0.19 -2.63 1.32
H 0.18 2.74 1.47
H -0.17 -1.69 1.25
C 0.26 2.52 0.46
*
```

HOMO level: -8.209 eV
Energy relative to the best compared isomer or geometry (same formula, charge and spin): 0.0771 eV
Calculated total energy: -1526.86290 Ha

Atomic partial charges in e from the Löwdin method, atoms 1 to 2: 0.1263, 0.0497

=====

[8]
ORCA calculation (the ωB97M-V functional and the def2-TZVPD basis) on an isolated molecule of C2H7Cl2NSi in a non-equilibrium geometry.

```
! wB97M-V def2-TZVPD RIJCOSX def2/J DEFGRID3
* xyz 0 1
Cl -4.33 -1.36 -0.41
H 0.63 -0.07 -1.71
C -0.15 0.28 -1.00
H 0.83 1.87 -0.32
H -0.56 1.10 -1.45
Cl -3.13 1.73 0.16
H -0.22 1.15 0.98
C 0.61 0.92 0.22
N -1.14 -0.74 -0.83
H -2.55 -0.63 1.81
Si -2.83 -0.25 0.50
H 1.44 0.40 0.61
H -0.74 -1.36 -0.12
*
```

HOMO level: -9.016 eV
Energy relative to the best compared isomer or geometry (same formula, charge and spin): 2.3515 eV
SMILES string: CCN[SiH](Cl)Cl
Calculated total energy: -1345.07457 Ha

Atomic partial charges in e from the Löwdin method, atoms 1 to 2: 0.2278, 0.1097

=====

[9]
ORCA calculation (the ωB97M-V functional and the def2-TZVPD basis) on a cluster of 2 separate species, C2H7ClN2 in total in a non-equilibrium geometry.

```
! wB97M-V def2-TZVPD RIJCOSX def2/J DEFGRID3
* xyz 0 3
H 1.28 0.56 0.34
Cl -2.00 -0.78 -0.19
H -1.90 2.52 0.54
H -0.39 2.12 0.07
H 1.74 -1.64 -0.76
N -1.35 1.99 -0.12
H 0.43 0.48 -1.20
N -0.70 0.12 0.52
H 1.28 -1.54 1.04
C 0.49 -0.04 -0.23
C 0.92 -1.46 -0.04
H 0.21 -2.33 0.01
*
```

HOMO level (alpha / beta): -8.254 / -10.050 eV
Energy relative to the best compared isomer or geometry (same formula, charge and spin): 0.9458 eV
Expectation value of S²: 2.0097
Calculated total energy: -649.88023 Ha

Atomic partial charges in e from the Löwdin method, atoms 1 to 2: 0.1303, 0.5803

=====

[10]
ORCA calculation (the ωB97M-V functional and the def2-TZVPD basis) on a cluster of 2 separate species, C2H7ClOSi in total in a non-equilibrium geometry.

```
! wB97M-V def2-TZVPD RIJCOSX def2/J DEFGRID3
* xyz 0 1
C -1.30 -0.39 1.13
H -0.49 -1.06 -1.81
H -2.29 -0.52 0.89
H 2.84 1.35 0.72
H -0.98 -0.06 2.17
C 0.48 -0.51 -1.54
O 2.10 1.24 1.43
H 0.98 -0.10 -2.37
H 1.09 -1.23 -1.01
H -0.87 -1.46 1.26
Cl -1.28 2.18 -0.68
Si -0.30 0.55 -0.19
*
```

HOMO level (alpha / beta): -8.408 / -8.409 eV
Energy relative to the best compared isomer or geometry (same formula, charge and spin): 5.1251 eV
Calculated total energy: -905.25531 Ha

Atomic partial charges in e from the Löwdin method, atoms 1 to 2: -0.2225, 0.0671